[1]
The following is a DFT calculation (ωB97M-V/def2-TZVPD) of the molecule C8H14 at a distorted geometry.

Highest occupied orbital energy   -8.246 eV
ΔE to the lowest compared entry with this formula, charge and spin   146.94 kJ/mol
Spin multiplicity   1
SMILES   C/C=C/C(C)=C(C)C

XYZ file:
```
22
Properties=species:S:1:pos:R:3:forces:R:3:lowdin_charge:R:1
C -1.0036 -0.3299 0.1429 -0.058 0.076 -0.477 -0.03
C -2.2047 -0.3515 0.8252 3.368 0.148 -0.482 -0.17
C 0.5847 -0.2146 0.3269 -3.269 -0.150 0.800 -0.23
C 1.3124 0.5336 -0.4990 0.039 0.034 0.073 -0.32
C -3.5042 -0.6106 0.1500 -0.052 -0.016 0.039 -0.13
C 1.1243 -1.0652 1.4343 0.258 0.079 0.005 -0.06
C 2.8060 0.6104 -0.3405 -0.067 -0.044 0.065 -0.06
C 0.7282 1.3769 -1.5943 -0.148 -0.149 -0.010 -0.06
H -1.1652 -0.4712 -0.9263 -0.164 0.031 -0.077 0.08
H -2.2368 -0.2153 1.9004 0.073 -0.015 0.123 0.09
H -4.2724 0.0607 0.5316 -0.101 0.022 -0.052 0.07
H -3.8247 -1.6322 0.3609 -0.144 -0.033 -0.024 0.07
H -3.4259 -0.4885 -0.9276 -0.014 -0.016 -0.074 0.07
H 0.3394 -1.2766 2.1540 0.018 -0.070 0.103 0.07
H 1.9603 -0.5944 1.9519 0.018 -0.020 0.053 0.07
H 1.4844 -2.0147 1.0321 -0.003 -0.095 0.086 0.09
H 3.1960 1.4917 -0.8440 0.090 0.026 -0.008 0.07
H 3.2872 -0.2697 -0.7691 0.117 -0.034 -0.050 0.09
H 3.0867 0.6612 0.7092 0.132 0.001 0.040 0.07
H 0.3390 2.3082 -1.1845 -0.039 0.138 -0.043 0.09
H -0.0953 0.8712 -2.0958 -0.060 0.063 -0.046 0.07
H 1.4842 1.6204 -2.3383 0.006 0.023 -0.043 0.07
```
Positions in Å, forces in eV/Å.

---

[2]
The following is a DFT calculation (ωB97M-V/def2-TZVPD) of a structure of composition C8H14AsF6FeNO7S6.

Highest occupied orbital energy (spin up / spin down)   -0.823 / -0.925 eV
Net charge   -2
ΔE to the lowest compared entry with this formula, charge and spin   0.00 kJ/mol
Spin multiplicity   5

XYZ file:
```
44
Properties=species:S:1:pos:R:3:forces:R:3:mulliken_spin:R:1
Fe 0.0055 0.3210 1.3102 -0.157 -0.086 -0.051 3.69
C -2.1485 -2.3041 1.9800 0.000 0.011 0.031 0.00
O -2.1152 -1.2991 0.9769 0.025 0.038 0.027 0.01
C -1.9831 -1.8069 -0.3245 -0.024 0.090 -0.051 0.01
C -0.5998 -2.3608 -0.5717 0.044 -0.022 0.100 -0.01
O 0.3459 -1.4286 -0.0610 -0.044 -0.019 -0.175 0.01
C 1.6784 -1.8711 -0.2829 0.046 0.018 0.008 -0.01
C 2.6162 -1.0070 0.5192 -0.035 -0.002 0.019 0.01
O 2.1277 -1.0203 1.8408 0.052 -0.097 -0.016 0.01
C 3.0425 -0.4452 2.7729 -0.036 0.017 -0.042 0.00
H -2.9150 -3.0508 1.7327 -0.007 0.006 0.001 0.00
H -2.3917 -1.7962 2.9137 -0.002 -0.010 0.008 0.00
H -1.1779 -2.8024 2.0837 -0.006 0.007 -0.003 0.00
H -2.1782 -0.9808 -1.0075 0.018 0.012 0.028 0.00
H -2.7249 -2.5937 -0.5226 0.002 -0.005 0.016 0.00
H -0.4476 -2.4998 -1.6439 0.034 0.002 -0.060 0.00
H -0.4459 -3.3195 -0.0598 -0.025 0.020 0.009 0.00
H 1.9084 -1.8244 -1.3524 -0.001 0.037 0.007 0.00
H 1.7532 -2.9109 0.0611 0.000 0.006 -0.006 0.00
H 2.6420 0.0196 0.1354 0.003 -0.004 0.008 0.00
H 3.6283 -1.4336 0.4660 -0.006 -0.009 -0.001 0.00
H 3.3829 0.5308 2.4257 -0.007 0.014 0.012 0.00
H 3.8889 -1.1303 2.9149 0.021 0.018 -0.003 0.00
H 2.5114 -0.2926 3.7084 0.004 -0.027 0.007 0.00
S -2.2482 0.2671 4.4291 0.071 -0.043 -0.079 0.02
As 0.4727 2.3558 3.5739 0.177 0.135 0.068 0.02
S 1.3045 2.1948 1.4137 -0.090 0.034 0.130 0.13
S -0.3353 0.0905 3.6458 -0.052 0.088 0.140 0.07
S 2.2049 2.4135 4.8293 -0.023 -0.036 -0.015 0.01
F -0.0046 3.6335 -1.4083 0.090 -0.040 -0.008 0.00
C -1.3228 3.6646 -1.3219 -0.027 -0.023 -0.022 0.00
F -1.7947 4.3127 -2.4006 -0.054 0.013 -0.100 0.00
F -1.6839 4.3481 -0.2429 -0.008 0.011 0.070 0.00
S -2.0528 1.9693 -1.2529 0.015 0.027 0.212 0.01
O -1.5428 1.4081 -0.0297 -0.004 -0.201 -0.218 0.01
O -3.4614 2.1937 -1.3560 0.015 0.020 -0.012 0.00
N -1.5683 1.2537 -2.5658 -0.042 0.073 -0.140 0.00
S -0.2067 0.5670 -2.9102 0.009 -0.055 0.044 0.00
O 0.8908 0.8003 -2.0190 0.025 0.034 0.016 0.01
O -0.4270 -0.7739 -3.3851 0.049 -0.049 -0.043 0.00
C 0.2448 1.4817 -4.4514 -0.021 -0.003 0.010 0.00
F 1.3896 0.9883 -4.9452 0.071 -0.051 0.033 0.00
F 0.4244 2.7797 -4.2169 0.006 0.093 0.055 0.00
F -0.6866 1.3579 -5.4013 -0.104 -0.042 -0.015 0.00
```
Positions in Å, forces in eV/Å.

---

[3]
The following is a DFT calculation (ωB97M-V/def2-TZVPD) of a structure of composition C8H14BF4LiO4 at a distorted geometry.

Highest occupied orbital energy   -8.277 eV
ΔE to the lowest compared entry with this formula, charge and spin   93.95 kJ/mol
Spin multiplicity   1

XYZ file:
```
32
Properties=species:S:1:pos:R:3:forces:R:3:lowdin_charge:R:1
Li -0.6051 -0.8485 0.8739 0.027 -0.117 -0.084 0.70
B 0.8594 -1.0346 2.9454 2.617 -1.197 -0.385 -1.28
F 0.4324 -0.1941 3.8648 -1.148 1.218 2.274 0.21
F 1.0319 -0.2520 1.7743 0.373 0.250 -1.331 0.05
F 2.0963 -1.6796 3.3557 -1.750 0.559 -0.851 0.06
F -0.1326 -1.9474 2.5346 -0.584 -0.764 -0.032 0.07
C -3.0799 -0.5494 2.3410 -0.040 1.498 -2.129 -0.03
O -2.6699 -0.3948 0.9081 2.867 -2.973 2.603 -0.16
H -3.7862 0.2647 2.4109 -0.466 0.069 0.850 0.08
H -2.2297 -0.2918 2.9773 -0.191 -0.876 0.080 0.09
H -3.6125 -1.4827 2.3759 0.352 -0.481 0.819 0.09
H -3.2658 0.1987 0.5899 -2.134 2.564 -1.858 0.01
C -1.1265 -2.5768 -1.5650 8.529 1.519 -5.451 -0.15
O -0.3873 -2.3384 -0.4417 4.853 -2.306 2.305 -0.16
H -1.0753 -1.7080 -2.2486 -0.036 -0.604 0.111 0.09
H -1.9411 -2.7084 -1.2268 -11.644 -1.251 3.640 -0.02
H -0.9290 -3.4914 -2.1113 0.796 -0.117 -0.172 0.11
H 0.3623 -3.0759 -0.3039 -2.526 2.773 -0.357 0.20
C 0.5927 2.0060 -0.1364 2.173 -2.016 -5.686 0.07
C 1.8197 2.6664 -0.2649 -2.318 -3.226 -1.649 0.01
C 2.7526 2.4240 -1.2679 -1.981 -2.778 -2.327 -0.32
C 2.3956 1.4802 -2.2672 -4.155 0.769 4.490 0.05
C 1.0835 0.8435 -2.1584 5.234 2.662 0.348 -0.03
C 0.1899 1.0649 -1.2516 0.468 4.095 5.598 -0.35
O -1.0604 0.5972 -1.2339 -1.596 -0.324 1.437 0.03
O 3.9207 3.0521 -1.3580 0.350 1.133 1.195 0.09
H -0.1316 2.2633 0.5101 -2.048 0.902 2.646 0.07
H 2.0391 3.2799 0.4716 1.234 3.157 3.325 0.07
H 2.8933 1.2224 -3.0978 2.335 -0.547 -2.741 0.06
H 0.6883 0.3434 -2.8878 -1.263 -3.337 -4.854 0.06
H -1.4467 0.2615 -2.0343 0.384 -0.067 -0.770 0.10
H 4.3222 2.6058 -2.0781 1.289 -0.186 -1.043 0.09
```
Positions in Å, forces in eV/Å.

---

[4]
The following is a DFT calculation (ωB97M-V/def2-TZVPD) of a structure of composition C8H14ClIO2Pd at a distorted geometry.

Highest occupied orbital energy   -15.956 eV
Net charge   +2
Spin multiplicity   1

XYZ file:
```
27
Properties=species:S:1:pos:R:3:forces:R:3:lowdin_charge:R:1
C 0.4342 -3.2633 1.3609 -0.284 -0.488 -0.018 -0.10
C -0.6088 -3.3095 0.0624 -0.155 -0.660 0.329 -0.28
C -1.1814 -1.8082 -0.3347 0.888 -0.563 0.012 -0.52
I -2.8184 -2.1165 -1.8207 1.088 0.463 1.064 1.21
C -0.0376 -0.9204 -1.1714 4.855 -2.788 -0.631 -0.29
O 1.1546 -1.4971 -1.3162 -7.744 4.743 0.795 0.09
O -0.4860 0.3666 -1.7076 2.342 -2.106 2.204 -0.09
C 0.5388 1.4111 -1.6549 0.974 1.712 -2.034 -0.12
C 0.1002 2.7441 -0.7546 1.142 -1.342 1.390 -0.18
C -0.1865 2.4032 0.8243 0.511 1.279 0.207 -0.62
C 0.9731 1.5121 1.5647 0.534 0.198 1.068 -0.11
Cl -1.8312 1.5876 1.1449 1.396 0.900 -0.697 0.61
H -0.1725 -3.3310 2.3775 1.274 0.372 -2.239 0.10
H 1.0659 -4.2699 1.2876 -1.204 2.389 0.132 0.12
H 1.1264 -2.3079 1.3388 -1.350 -2.142 0.030 0.08
H -0.1109 -3.8753 -0.8599 -1.123 1.649 1.921 0.14
H -1.5333 -3.9723 0.4102 1.852 1.540 -0.852 0.12
H -1.5809 -1.2148 0.5917 0.604 -0.833 -1.971 0.09
H 0.6575 1.8295 -2.7666 -0.329 -1.054 2.380 0.17
H 1.6045 1.0665 -1.3233 -2.183 0.203 -0.331 0.15
H -0.8646 3.1749 -1.2826 0.212 -0.570 0.353 0.07
H 0.9692 3.5283 -0.8027 -1.295 -1.618 0.127 0.14
H -0.2188 3.4476 1.3901 -0.191 -2.216 -1.160 0.14
H 0.5843 0.4327 1.8922 0.858 2.439 -1.075 0.10
H 1.9611 1.4664 0.9394 -1.958 -0.057 1.120 0.10
H 1.2501 2.0768 2.5790 -0.668 -1.287 -2.288 0.12
Pd -0.7887 4.8386 -1.9689 -0.046 -0.161 0.165 0.77
```
Positions in Å, forces in eV/Å.